[1]
Below is C30H31N2OPS2V as an isolated structure, with properties calculated with the ωB97M-V functional and the def2-TZVPD basis.

Positions of all 68 atoms, in Å:
V  -0.5030  -1.1249  0.1829
C  1.4826  0.0489  2.2268
N  0.2072  -0.6951  2.1360
C  0.4362  -2.1179  2.6135
C  1.1257  -2.9911  1.5660
N  0.2744  -3.2600  0.3654
C  -0.6886  -4.3315  0.6986
C  1.1159  -3.5853  -0.7881
C  1.3915  -4.9006  -1.1305
C  2.1976  -5.1778  -2.2281
C  2.7283  -4.1416  -2.9755
C  2.4519  -2.8268  -2.6347
C  1.6426  -2.5339  -1.5446
S  1.3479  -0.8191  -1.1373
C  -0.9082  -0.0436  2.8456
C  -0.6683  0.9323  3.8035
C  -1.7350  1.5344  4.4569
C  -3.0339  1.1598  4.1489
C  -3.2679  0.2027  3.1776
C  -2.2153  -0.4049  2.4988
S  -2.5406  -1.5987  1.2252
H  1.8286  0.0819  3.2608
H  1.3389  1.0573  1.8424
H  2.2162  -0.4541  1.6052
H  -0.5298  -2.5195  2.9096
H  1.0844  -2.0763  3.4936
H  1.3839  -3.9247  2.0784
H  2.0504  -2.5334  1.2170
H  -0.1714  -5.2130  1.0817
H  -1.2529  -4.5977  -0.1930
H  -1.3760  -3.9596  1.4517
H  0.9819  -5.7163  -0.5547
H  2.4036  -6.2053  -2.4943
H  3.3542  -4.3544  -3.8315
H  2.8570  -2.0174  -3.2273
H  0.3375  1.2303  4.0534
H  -1.5465  2.2907  5.2062
H  -3.8677  1.6199  4.6615
H  -4.2809  -0.0779  2.9195
O  -2.3719  -0.1099  -1.6845
C  -1.4137  0.3948  -0.9578
C  -0.5295  3.8380  -3.1821
P  0.0288  2.1564  -2.7026
C  -1.4187  1.7533  -1.5805
C  -2.5647  1.1788  -2.4615
C  -3.9376  1.6951  -2.2901
C  -4.1997  2.6166  -1.3635
C  -3.1674  3.1261  -0.4609
C  -1.8959  2.7347  -0.5425
C  1.5025  2.4956  -1.6813
C  2.6864  2.1181  -2.3189
C  3.9225  2.3142  -1.7223
C  3.9974  2.8673  -0.4549
C  2.8318  3.2399  0.2009
C  1.6005  3.0655  -0.4109
H  -0.7265  4.5081  -2.3442
H  -1.4256  3.7700  -3.8008
H  0.2618  4.2751  -3.7928
H  -2.2993  0.9698  -3.4975
H  -4.7118  1.3116  -2.9407
H  -5.2081  2.9943  -1.2568
H  -3.4583  3.8405  0.2974
H  -1.1852  3.1120  0.1752
H  2.6418  1.6467  -3.2940
H  4.8250  2.0207  -2.2414
H  4.9578  3.0146  0.0210
H  2.8808  3.6876  1.1850
H  0.7241  3.4089  0.1159

Net charge: +1
Energy above the lowest of the compared OMol25 structures with the same formula, charge and spin in eV: 4.2641
HOMO level (alpha / beta) in eV: -10.5 / -10.7
LUMO energy (alpha / beta) in eV: -3.85 / -3.30
Largest force on an atom in eV/A: 0.90
2S+1: 3
Kohn-Sham gap (alpha / beta) in eV: 6.66 / 7.41



[2]
Below is C30H31N6NiO as an isolated structure, with properties calculated with the ωB97M-V functional and the def2-TZVPD basis.

Positions of all 69 atoms, in Å:
Ni  12.5948  23.0494  -13.4113
O  10.8228  22.5792  -12.8913
H  10.0031  22.1140  -12.8229
N  11.8015  24.0159  -15.1810
C  10.5914  24.5900  -15.0842
C  10.0216  25.3887  -16.0547
C  10.7602  25.5928  -17.2192
C  12.0022  24.9972  -17.3724
C  12.4862  24.2615  -16.3204
H  10.1063  24.4294  -14.1284
H  9.0450  25.8476  -16.0748
H  10.2918  26.1126  -18.0463
H  12.5787  25.0971  -18.2802
H  13.4546  23.7939  -16.4499
N  13.4066  22.1209  -11.6867
C  12.6829  21.2031  -11.0197
C  13.1033  20.5630  -9.8837
C  14.3700  20.8527  -9.3862
C  15.1103  21.8365  -10.0229
C  14.6138  22.4075  -11.1826
H  11.6976  21.0516  -11.4389
H  12.4203  19.8324  -9.4739
H  14.8069  20.2571  -8.5957
H  16.1386  21.9850  -9.7246
H  15.2527  23.0633  -11.7630
N  13.1569  21.3875  -14.5916
C  14.2723  21.4838  -15.3289
C  14.7146  20.4937  -16.1898
C  13.9313  19.3599  -16.3525
C  12.7544  19.2854  -15.6347
C  12.4253  20.2684  -14.7243
H  14.8418  22.4055  -15.2899
H  15.6596  20.6020  -16.7025
H  14.2399  18.5457  -16.9931
H  12.1038  18.4268  -15.7348
H  11.5300  20.2231  -14.1214
N  7.1058  21.1449  -18.2441
C  6.7966  20.8255  -16.9747
C  7.5790  21.0852  -15.8646
C  8.7683  21.7762  -16.0472
C  9.1427  22.0804  -17.3412
C  8.2579  21.8050  -18.3932
H  5.8380  20.3371  -16.8478
H  7.2691  20.7836  -14.8730
H  9.4940  21.8940  -15.2482
H  10.1259  22.4895  -17.5394
H  8.5963  21.9870  -19.4057
N  8.1911  20.7271  -7.4914
C  8.0486  21.3098  -8.6697
C  9.0750  22.0259  -9.3077
C  10.2998  22.0766  -8.6744
C  10.4870  21.4527  -7.4412
C  9.3985  20.7995  -6.9100
H  7.0817  21.2061  -9.1503
H  9.0098  22.3742  -10.3262
H  11.0869  22.5314  -9.2643
H  11.4594  21.2985  -6.9938
H  9.5229  20.3139  -5.9486
N  7.6007  25.5536  -13.0613
C  7.3723  26.1012  -11.8753
C  7.0428  25.4033  -10.7131
C  6.9370  24.0239  -10.8114
C  7.1843  23.4204  -12.0547
C  7.5577  24.2194  -13.1095
H  7.4165  27.1845  -11.8273
H  6.7830  25.9193  -9.8008
H  6.6594  23.4116  -9.9667
H  7.2467  22.3384  -12.0454
H  7.8040  23.7508  -14.0556

Net charge: +1
HOMO level (alpha / beta) in eV: -11.7 / -11.7
LUMO energy (alpha / beta) in eV: -2.83 / -3.60
Largest force on an atom in eV/A: 2.65
2S+1: 3
Kohn-Sham gap (alpha / beta) in eV: 8.83 / 8.06



[3]
Below is a 2-piece molecular cluster, C30H31NO4 overall, with properties calculated with the ωB97M-V functional and the def2-TZVPD basis.

Positions of all 66 atoms, in Å:
C  -1.0343  3.5812  1.1781
C  0.1624  2.7624  1.3986
N  0.8248  2.8163  2.5951
C  0.4813  3.6806  3.7145
C  1.9449  1.9812  2.5640
C  1.9933  1.3932  1.2882
C  3.0761  0.5976  0.9464
C  4.0588  0.3174  1.8952
C  3.9863  0.8743  3.1848
C  2.9321  1.7410  3.5208
C  0.8625  1.8681  0.5212
C  0.6211  1.4676  -0.8271
C  1.1240  2.2290  -1.9555
C  2.4549  2.6840  -1.9335
C  3.0603  3.0582  -3.1274
C  2.3316  3.1286  -4.3106
C  0.9571  2.8590  -4.2902
C  0.3515  2.4473  -3.1148
H  -1.3754  3.4053  0.1567
H  -1.8443  3.3197  1.8803
H  -0.8296  4.6607  1.2966
H  1.2175  3.5207  4.5057
H  0.5114  4.7375  3.4184
H  -0.5252  3.4476  4.0979
H  3.1113  0.2558  -0.0711
H  4.8815  -0.3219  1.6100
H  4.7538  0.6244  3.9033
H  2.8714  2.2236  4.4877
H  -0.3155  0.9376  -0.9908
H  3.0028  2.6701  -0.9837
H  4.1383  3.2523  -3.1268
H  2.8221  3.3863  -5.2460
H  0.3718  2.9074  -5.2099
H  -0.7208  2.1989  -3.0825
C  1.4880  -4.3197  1.1675
C  0.6980  -3.0847  0.9005
O  1.4974  -2.3876  -0.0924
C  0.8653  -1.2760  -0.4822
C  1.4213  -0.5704  -1.6889
C  2.8966  -0.6524  -1.9178
O  3.5268  0.1067  -2.6597
O  3.5851  -1.5543  -1.1807
C  5.0105  -1.5118  -1.4678
C  5.5654  -2.5736  -0.5734
C  0.6489  -0.6695  -2.9024
C  1.2580  -0.5075  -4.1804
C  0.5040  -0.5226  -5.3463
C  -0.8782  -0.7159  -5.2974
C  -1.4958  -0.8718  -4.0525
C  -0.7576  -0.8402  -2.8682
O  -0.1568  -0.9286  0.1152
H  0.9896  -4.9687  1.8970
H  1.6156  -4.8664  0.2278
H  2.4707  -4.0476  1.5551
H  -0.2889  -3.2727  0.4585
H  0.5906  -2.4284  1.7785
H  5.1535  -1.7394  -2.5319
H  5.3842  -0.5059  -1.2450
H  6.6451  -2.6406  -0.6812
H  5.3154  -2.3703  0.4700
H  5.1221  -3.5396  -0.8494
H  2.3198  -0.2996  -4.2329
H  1.0130  -0.3565  -6.2925
H  -1.4602  -0.6983  -6.2175
H  -2.5748  -0.9921  -4.0082
H  -1.2511  -0.9048  -1.8969

HOMO level in eV: -7.5
LUMO energy in eV: -0.62
Largest force on an atom in eV/A: 3.33
2S+1: 1
Kohn-Sham gap in eV: 6.85



[4]
Below is C30H32AsCl5IN4O4Si2Ti as an isolated structure, with properties calculated with the ωB97M-V functional and the def2-TZVPD basis.

Positions of all 80 atoms, in Å:
Ti  -0.0257  0.5287  0.3550
Cl  -1.5592  4.2601  6.4981
C  -1.0770  3.1871  5.2513
C  -1.3636  3.4923  3.9228
Cl  -2.1925  4.9311  3.5026
C  -0.9632  2.6108  2.9316
Cl  -1.2612  2.9113  1.2538
C  -0.2786  1.4335  3.2152
O  0.1202  0.6337  2.2418
C  -0.0033  1.1353  4.5496
Cl  0.8715  -0.3047  4.8823
C  -0.3968  2.0045  5.5595
Cl  -0.0239  1.6320  7.1888
N  -0.3267  -8.8607  4.4933
C  -0.3117  -7.8366  3.9729
C  -0.2923  -6.5533  3.3212
C  -1.0199  -6.3596  2.1492
C  -1.0031  -5.1233  1.5274
C  -0.2508  -4.0802  2.0606
C  0.4825  -4.2831  3.2277
C  0.4570  -5.5115  3.8635
C  -0.2101  -2.7546  1.3935
C  -1.4122  -2.0574  1.2500
C  -2.7055  -2.4497  1.6651
C  -3.5881  -1.4733  1.2438
C  -2.8172  -0.4998  0.5949
N  -1.5196  -0.8363  0.5918
C  1.0351  -2.3227  0.9100
C  2.1966  -3.1126  0.7562
C  3.1250  -2.3516  0.0701
C  2.5152  -1.1142  -0.1717
N  1.2766  -1.0794  0.3342
H  -1.5908  -7.1773  1.7314
H  -1.5601  -4.9700  0.6120
H  1.0632  -3.4681  3.6418
H  1.0150  -5.6708  4.7762
H  -2.9434  -3.3506  2.2078
H  -4.6571  -1.4489  1.3782
H  -3.1485  0.4248  0.1456
H  2.3032  -4.1347  1.0826
H  4.1163  -2.6428  -0.2387
H  2.9260  -0.2624  -0.6942
O  -0.0393  0.3027  -1.6330
O  -0.8796  1.3280  -1.0718
C  -2.6265  -0.8729  -3.4364
Si  -1.8124  0.5891  -4.2567
C  -1.6456  0.3679  -6.1029
C  -2.7133  2.1705  -3.8449
As  0.4422  0.4945  -3.4695
Si  1.1756  2.7608  -3.5173
C  0.9344  3.2276  -5.3109
C  2.9981  2.7132  -3.0864
C  0.2753  3.9123  -2.3572
H  -3.6702  -0.9412  -3.7566
H  -2.6097  -0.7736  -2.3500
H  -2.1301  -1.8087  -3.7003
H  -2.6393  0.3365  -6.5592
H  -1.1366  -0.5654  -6.3516
H  -1.0996  1.1916  -6.5696
H  -3.7360  2.1016  -4.2284
H  -2.2522  3.0499  -4.2997
H  -2.7673  2.3214  -2.7655
H  1.3633  2.4884  -5.9920
H  1.4366  4.1791  -5.5096
H  -0.1212  3.3555  -5.5614
H  3.5684  2.2074  -3.8685
H  3.1684  2.1692  -2.1534
H  3.4054  3.7239  -2.9841
H  -0.8057  3.8828  -2.4981
H  0.6155  4.9372  -2.5376
H  0.4858  3.6538  -1.3162
N  3.3327  3.2331  0.4060
C  2.6421  2.1850  0.8288
O  1.6318  1.8221  0.1895
C  3.1537  1.4363  2.0284
I  3.3031  2.7003  3.7403
H  3.0072  3.7472  -0.3982
H  4.0980  3.6002  0.9494
H  4.1552  1.0634  1.8269
H  2.4902  0.6148  2.2690

Net charge: +1
Energy above the lowest of the compared OMol25 structures with the same formula, charge and spin in eV: 0.0000
HOMO level in eV: -10.7
LUMO energy in eV: -4.01
Largest force on an atom in eV/A: 0.47
2S+1: 1
Kohn-Sham gap in eV: 6.68



[5]
Below is C30H32AsF9N3OPPtSTe as an isolated structure, with properties calculated with the ωB97M-V functional and the def2-TZVPD basis.

Positions of all 80 atoms, in Å:
Pt  -0.5224  1.4557  0.1084
C  3.4980  1.2031  -0.2559
As  1.8259  2.1356  -0.6782
C  2.0744  2.1595  -2.6060
C  2.4391  3.9398  -0.2268
H  4.3368  1.8263  -0.5676
H  3.5431  0.2634  -0.7992
H  3.5990  0.9937  0.8092
H  3.0755  2.5284  -2.8340
H  1.3267  2.8115  -3.0509
H  1.9687  1.1548  -3.0141
H  3.4371  3.8936  0.2071
H  1.7716  4.4116  0.4915
H  2.4682  4.5430  -1.1331
C  -0.3744  6.3214  -0.8281
S  -1.1642  4.6765  -0.6794
C  -2.6380  5.1304  -1.6384
O  -0.3600  3.8194  -1.5922
H  -0.0261  6.4340  -1.8530
H  0.4773  6.3401  -0.1521
H  -1.0814  7.1040  -0.5591
H  -3.2665  5.7755  -1.0255
H  -3.1683  4.2095  -1.8648
H  -2.3300  5.6295  -2.5556
F  -2.2064  -3.2406  5.8569
C  -1.8002  -4.0168  4.8380
F  -2.7791  -4.9154  4.6118
F  -0.7345  -4.7185  5.2803
C  -1.4720  -3.2291  3.6047
C  -0.6593  -3.8118  2.6394
C  -0.3652  -3.1148  1.4821
C  -0.8810  -1.8321  1.2689
C  -1.6996  -1.2707  2.2449
C  -1.9910  -1.9586  3.4116
P  -0.4889  -0.8531  -0.2315
C  -1.6320  -1.5676  -1.4761
C  -1.7745  -2.9472  -1.6179
C  -2.6238  -3.4626  -2.5806
C  -3.3496  -2.5981  -3.3904
C  -3.2124  -1.2242  -3.2640
C  -2.3394  -0.7149  -2.3146
C  -4.2509  -3.1630  -4.4502
F  -3.5717  -3.4108  -5.5932
F  -4.8095  -4.3298  -4.0796
F  -5.2534  -2.3281  -4.7729
C  1.0956  -1.5754  -0.7524
C  1.4090  -1.6795  -2.1099
C  2.6683  -2.0858  -2.5122
C  3.6374  -2.3830  -1.5627
C  3.3491  -2.2655  -0.2075
C  2.0986  -1.8352  0.1887
C  5.0002  -2.8257  -1.9963
F  5.0884  -4.1700  -2.0988
F  5.3389  -2.3280  -3.1992
F  5.9579  -2.4485  -1.1282
H  -0.2488  -4.7996  2.8027
H  0.2819  -3.5718  0.7470
H  -2.0991  -0.2759  2.0902
H  -2.6081  -1.5005  4.1725
H  -1.2195  -3.6253  -0.9844
H  -2.7328  -4.5324  -2.6981
H  -3.7869  -0.5633  -3.8981
H  -2.1977  0.3545  -2.2104
H  0.6536  -1.4438  -2.8495
H  2.9069  -2.1768  -3.5634
H  4.1148  -2.4932  0.5219
H  1.8854  -1.7110  1.2428
N  0.8664  -0.1891  4.6414
C  0.2925  0.8979  4.0552
C  0.6724  1.3373  2.7752
N  0.0822  2.3763  2.1911
C  -0.8463  3.0287  2.9068
C  -1.1704  2.6248  4.1853
N  -0.6184  1.5613  4.7636
H  1.4295  -0.8180  4.1005
H  0.4748  -0.5119  5.5081
H  1.4761  0.8567  2.2279
H  -1.3240  3.8769  2.4361
H  -1.8945  3.1705  4.7778
Te  -3.0489  1.6720  0.2669

Energy above the lowest of the compared OMol25 structures with the same formula, charge and spin in eV: 0.4425
HOMO level (alpha / beta) in eV: -5.9 / -6.8
LUMO energy (alpha / beta) in eV: 0.06 / -0.86
Largest force on an atom in eV/A: 1.63
2S+1: 3
Kohn-Sham gap (alpha / beta) in eV: 5.97 / 5.96



[6]
Below is C30H32BBaCl3N11OSSiTe as an isolated structure, with properties calculated with the ωB97M-V functional and the def2-TZVPD basis.

Positions of all 82 atoms, in Å:
Ba  0.3856  -0.4762  0.5965
C  -0.6933  0.4504  4.2687
C  -1.3221  1.4074  3.3110
C  -1.9929  2.6149  3.5674
C  -2.3802  3.0635  2.3281
N  -1.9822  2.1668  1.3997
N  -1.3141  1.1574  2.0119
B  -2.0741  2.3903  -0.1334
N  -2.4700  1.1214  -0.9533
C  -3.2489  1.1857  -2.0512
C  -3.3817  -0.0795  -2.5715
C  -2.6281  -0.8888  -1.7096
C  -2.4419  -2.3654  -1.7695
N  -2.0648  -0.1597  -0.7558
N  -0.7462  2.9568  -0.6825
C  -0.3528  4.1711  -1.1033
C  1.0013  4.1232  -1.3581
C  1.3777  2.8078  -1.0474
C  2.7249  2.1708  -1.1359
N  0.3223  2.1186  -0.6398
N  -3.2711  3.3566  -0.3226
C  -4.5184  3.0671  0.0953
C  -5.3527  4.0872  -0.2998
C  -4.5043  4.9799  -0.9793
C  -4.8495  6.2808  -1.6282
N  -3.2597  4.5287  -0.9918
H  -0.8002  0.8107  5.2922
H  -1.1708  -0.5292  4.2075
H  0.3722  0.3401  4.0579
H  -2.1596  3.0791  4.5237
H  -2.9108  3.9531  2.0358
H  -3.6615  2.1283  -2.3681
H  -3.9547  -0.3872  -3.4287
H  -3.3627  -2.8557  -2.0923
H  -1.6532  -2.6385  -2.4716
H  -2.1919  -2.7727  -0.7905
H  -1.0695  4.9648  -1.2024
H  1.6304  4.9196  -1.7167
H  3.4286  2.8445  -1.6266
H  3.1147  1.9206  -0.1469
H  2.6780  1.2428  -1.7073
H  -4.7115  2.1545  0.6350
H  -6.4112  4.1759  -0.1282
H  -5.9239  6.4611  -1.5844
H  -4.3496  7.1156  -1.1341
H  -4.5481  6.2890  -2.6765
N  4.4576  1.1017  4.2417
C  3.5276  0.2976  3.5431
S  2.5138  1.1605  2.4392
N  3.5870  -0.9573  3.8087
N  2.6405  -1.7728  3.1725
C  2.9293  -2.1524  1.9920
C  4.0830  -1.7694  1.1532
C  5.4060  -1.8448  1.5667
C  6.4373  -1.4842  0.7131
C  6.1406  -1.0353  -0.5695
C  4.8296  -0.9483  -1.0034
C  3.7794  -1.3074  -0.1451
O  2.5183  -1.2141  -0.5176
H  4.7045  1.9138  3.6952
H  5.2647  0.5494  4.5058
H  2.1798  -2.8019  1.5342
H  5.6146  -2.1737  2.5770
H  7.4672  -1.5422  1.0456
H  6.9401  -0.7426  -1.2426
H  4.5871  -0.5994  -1.9997
Te  1.5296  -2.4618  -2.5230
C  0.8172  -4.4450  -2.8130
C  1.1708  -5.1919  -3.9346
C  0.6859  -6.4801  -4.1070
C  -0.1335  -7.0509  -3.1431
C  -0.4672  -6.3255  -2.0074
C  -0.0030  -5.0294  -1.8467
H  1.8345  -4.7632  -4.6765
H  0.9609  -7.0444  -4.9915
H  -0.5044  -8.0609  -3.2731
H  -1.0932  -6.7608  -1.2375
H  -0.2790  -4.4828  -0.9548
Cl  -1.8096  -4.9229  1.1247
Si  -1.2932  -3.0278  2.1594
Cl  -0.9751  -3.8108  4.1469
Cl  -3.3560  -2.2722  2.4440

Net charge: -2
Energy above the lowest of the compared OMol25 structures with the same formula, charge and spin in eV: 0.2136
HOMO level (alpha / beta) in eV: -2.5 / -2.5
LUMO energy (alpha / beta) in eV: 3.79 / 3.15
Largest force on an atom in eV/A: 0.74
2S+1: 2
Kohn-Sham gap (alpha / beta) in eV: 6.30 / 5.65